{"formula": "C28H23ClO4SW", "method": "ωB97M-V/def2-TZVPD", "species": ["W", "C", "C", "C", "C", "C", "C", "C", "H", "H", "H", "H", "H", "H", "H", "H", "O", "C", "O", "C", "C", "C", "C", "C", "C", "S", "H", "H", "H", "H", "O", "C", "O", "C", "C", "C", "C", "C", "C", "H", "H", "H", "H", "H", "Cl", "C", "C", "C", "C", "C", "C", "C", "H", "H", "H", "H", "H", "H"], "positions_angstrom": [[0.25312, 0.04162, 0.30391], [3.67454, -2.41796, 0.37788], [2.38204, -2.49885, 1.13495], [2.32483, -2.79724, 2.47523], [1.09543, -2.87400, 3.15394], [-0.08519, -2.63549, 2.49838], [-0.05795, -2.38279, 1.11391], [1.15867, -2.31359, 0.44418], [3.63063, -1.62909, -0.37452], [3.87938, -3.35513, -0.14512], [4.51286, -2.21957, 1.04568], [3.24699, -2.97109, 3.01910], [1.08443, -3.10559, 4.21209], [-1.03415, -2.66017, 3.01563], [-0.99160, -2.36640, 0.56184], [1.17497, -2.36058, -0.63405], [-3.23055, -0.85278, 0.15089], [-2.62297, 0.14371, 0.43812], [-1.53135, 0.13500, 1.24391], [-3.00207, 1.52217, 0.00404], [-4.34499, 1.86690, 0.11225], [-4.78531, 3.13468, -0.22719], [-3.86402, 4.05958, -0.70059], [-2.52927, 3.71504, -0.83151], [-2.06605, 2.44491, -0.48496], [-0.34116, 2.13432, -0.81106], [-5.04112, 1.11840, 0.46901], [-5.83013, 3.39760, -0.12897], [-4.18594, 5.05553, -0.97831], [-1.82663, 4.44152, -1.22150], [1.55084, -0.11051, -1.50303], [0.57453, -0.56348, -2.16442], [-0.46381, -0.85885, -1.47684], [0.60401, -0.75435, -3.62214], [-0.54747, -1.14410, -4.29591], [-0.50295, -1.30882, -5.67097], [0.68321, -1.08668, -6.35839], [1.83233, -0.69639, -5.68121], [1.79309, -0.52597, -4.30742], [-1.46011, -1.30741, -3.73839], [-1.39164, -1.60712, -6.21103], [0.71073, -1.21586, -7.43298], [2.74968, -0.52270, -6.22754], [2.67038, -0.21163, -3.75820], [-1.44934, 1.57870, 5.91438], [-0.39286, 1.45721, 4.53927], [-0.52489, 2.35194, 3.49760], [0.31476, 2.22172, 2.40106], [1.27351, 1.20742, 2.31750], [2.02333, 0.95718, 1.05278], [1.39701, 0.34177, 3.41889], [0.58143, 0.45864, 4.52211], [-1.27701, 3.12699, 3.53071], [0.23205, 2.92435, 1.58533], [2.87468, 0.29115, 1.17268], [2.25965, 1.86008, 0.49614], [2.15856, -0.42447, 3.39617], [0.67887, -0.20950, 5.36670]], "forces_ev_per_a": [[-0.44, 1.06, -0.51], [0.05, 0.00, -0.02], [-0.17, 0.02, -0.07], [0.00, 0.00, 0.12], [0.08, -0.01, 0.04], [0.01, 0.08, -0.16], [-0.26, -0.22, 0.20], [0.33, -0.48, 0.05], [-0.01, 0.01, 0.02], [-0.02, -0.01, 0.01], [-0.01, -0.01, -0.01], [-0.02, 0.00, 0.01], [0.03, 0.00, -0.01], [0.00, -0.02, 0.01], [-0.02, 0.00, -0.01], [0.05, 0.08, -0.04], [-0.16, -0.09, 0.10], [0.65, 0.33, 0.39], [0.07, -0.45, -0.63], [0.06, -0.11, -0.07], [-0.09, 0.09, -0.05], [0.06, -0.03, 0.00], [-0.01, -0.03, 0.01], [-0.01, 0.12, -0.04], [0.06, -0.01, 0.02], [-0.25, -0.22, 0.25], [0.02, -0.01, 0.00], [0.01, -0.01, 0.00], [0.01, 0.00, 0.01], [0.02, -0.03, 0.01], [-0.02, 0.00, 0.14], [-0.17, -0.12, 0.06], [0.01, -0.01, 0.04], [0.13, 0.05, 0.12], [-0.02, -0.04, -0.05], [0.00, 0.00, 0.01], [0.01, 0.00, -0.02], [-0.06, -0.01, 0.02], [0.03, 0.01, -0.10], [0.00, 0.01, 0.00], [0.00, 0.00, 0.02], [0.01, 0.00, 0.01], [0.01, 0.00, 0.02], [-0.01, 0.00, 0.01], [0.06, -0.01, -0.07], [-0.01, -0.13, 0.14], [0.12, -0.10, -0.02], [-0.03, 0.31, -0.03], [0.09, -0.24, -0.12], [-0.21, 0.04, 0.20], [-0.03, -0.06, -0.02], [-0.13, 0.16, 0.00], [0.01, 0.01, 0.01], [-0.04, 0.02, 0.00], [0.08, 0.07, 0.04], [0.14, -0.01, 0.00], [-0.01, 0.00, -0.01], [0.01, -0.01, -0.01]], "relative_energy_kcal_mol": 7.78, "homo_ev": [-7.3506, -7.8449], "multiplicity": 3, "homo_lumo_gap_ev": [7.1, 7.3], "lumo_energy_ev": [-0.23, -0.59], "molar_mass_g_mol": 674.85, "s_squared": 2.02}

***

{"formula": "C28H23IrN11O2S", "method": "ωB97M-V/def2-TZVPD", "species": ["Ir", "N", "C", "S", "N", "N", "C", "C", "C", "C", "C", "C", "C", "O", "H", "H", "H", "H", "H", "H", "H", "C", "N", "C", "N", "C", "N", "C", "C", "C", "C", "C", "C", "C", "N", "N", "C", "O", "C", "C", "C", "C", "C", "C", "N", "C", "N", "C", "N", "C", "H", "H", "H", "H", "H", "H", "H", "H", "H", "H", "H", "H", "H", "H", "H", "H"], "positions_angstrom": [[-0.81937, 1.42279, -2.66485], [-4.78134, 1.81104, -3.54859], [-3.47787, 2.04008, -3.84354], [-2.45834, 2.97760, -2.56273], [-2.98807, 0.97706, -4.54480], [-1.76233, 0.63850, -4.29313], [-1.16272, -0.57676, -4.92261], [0.24233, -0.66066, -4.85833], [0.79065, -1.41582, -5.90262], [2.06724, -1.73436, -6.04636], [2.98467, -1.48056, -5.00317], [2.48955, -0.65047, -3.89818], [1.18990, -0.25227, -3.77770], [0.78817, 0.22830, -2.64314], [-5.19660, 2.70656, -3.39820], [-5.32409, 1.11101, -4.10774], [-1.87169, -1.04936, -5.55270], [-0.04370, -1.65097, -6.50921], [2.47196, -2.17009, -6.92972], [4.00793, -1.85421, -4.99866], [3.16483, -0.69493, -3.11256], [-2.67144, -3.04799, 0.66947], [-2.45013, -1.74919, -0.00945], [-1.60493, -1.31846, -0.93240], [-1.90355, -0.09023, -1.28190], [-3.15247, 0.12832, -0.67919], [-3.51291, -0.85419, 0.06554], [-2.00891, -3.13478, 2.04703], [-2.42340, -4.21057, 2.80084], [-1.82861, -4.53551, 4.01913], [-0.82400, -3.76040, 4.53781], [-0.51080, -2.58594, 3.83593], [-1.11034, -2.27272, 2.65531], [0.44498, -1.63416, 4.45962], [0.77106, -1.56063, 5.69671], [1.63936, -0.48407, 5.82218], [1.75055, 0.01570, 4.62430], [1.03960, -0.69336, 3.71892], [2.40604, 1.20375, 4.11285], [3.12377, 1.97568, 5.06095], [3.76617, 3.13433, 4.61595], [3.61145, 3.57274, 3.30969], [2.86075, 2.81441, 2.41438], [2.92655, 3.19420, 0.91542], [1.66171, 3.02208, 0.18311], [1.31687, 2.03988, -0.68066], [0.11159, 2.37390, -1.11438], [-0.28926, 3.50154, -0.41061], [0.66360, 3.89872, 0.38149], [2.20352, 1.60532, 2.81110], [-2.28054, -3.85275, 0.04481], [-3.80612, -3.18816, 0.73684], [-0.82439, -1.87699, -1.26370], [-3.72960, 1.07376, -0.80747], [-3.28328, -4.71685, 2.41318], [-2.24565, -5.44923, 4.57882], [-0.43172, -4.07838, 5.48965], [-0.77638, -1.33372, 2.14933], [3.20954, 1.53404, 6.09237], [4.26492, 3.72221, 5.36274], [4.04794, 4.51554, 3.08835], [3.73521, 2.62894, 0.36761], [3.18489, 4.23557, 0.85087], [2.06180, 1.40898, -1.08536], [-1.12839, 4.12363, -0.69112], [1.68383, 0.98253, 2.14248]], "forces_ev_per_a": [[-0.45, 0.70, 0.40], [-0.73, 0.74, -0.63], [0.95, -2.29, 0.53], [-0.78, -1.29, -1.97], [1.77, 0.17, 0.04], [0.04, -1.02, 0.76], [-0.22, 3.41, 1.80], [0.50, -0.11, 1.25], [-2.28, 0.80, 0.38], [3.28, -0.62, 0.36], [-2.09, 2.10, 0.98], [1.23, -2.83, -3.08], [-1.05, -1.60, -2.34], [-1.12, 1.33, 1.13], [-1.30, 0.18, 0.40], [0.95, 1.11, 0.61], [0.00, -0.65, -0.79], [0.19, -0.79, -1.68], [-0.16, -0.65, -0.57], [-0.33, 0.21, -0.07], [0.84, 0.84, 1.81], [-0.42, 0.57, 0.19], [-2.60, -0.29, -0.19], [-1.04, 1.24, 1.55], [-1.51, 0.55, -0.54], [1.05, 1.26, -0.66], [0.61, -0.73, 0.93], [-0.68, -0.09, 0.15], [0.03, -0.02, 0.21], [-1.55, -1.86, 0.28], [-0.54, 0.05, -0.24], [1.16, -0.04, 2.02], [0.55, 1.42, -2.35], [-0.66, -0.93, -0.13], [0.20, -0.03, 0.50], [0.02, 0.41, -0.91], [-0.31, -0.68, 0.46], [-0.22, 0.23, -0.59], [0.06, 0.52, 1.64], [0.43, -0.73, -0.43], [-1.11, -0.90, 1.11], [-0.67, -0.98, 0.36], [-0.24, -0.99, -1.12], [0.25, -0.67, 0.40], [0.37, -0.71, 0.63], [0.03, 3.24, 1.03], [-0.61, -0.46, 0.07], [1.32, -0.66, -0.92], [0.25, 0.13, 0.10], [2.22, 2.27, 0.49], [0.04, 0.14, -0.10], [1.70, 0.33, -0.03], [2.33, -1.31, -0.85], [0.61, -1.12, 0.10], [-0.21, -0.83, 0.08], [0.90, 1.56, -0.84], [0.52, 0.52, 0.06], [-0.45, -0.84, 0.39], [-0.04, 0.88, -1.15], [0.40, 0.29, -0.04], [0.31, 0.55, -0.72], [-0.97, 0.35, 0.59], [0.05, 0.48, -0.17], [0.00, -1.01, -0.28], [-0.14, -0.39, 0.45], [-0.64, -0.47, -0.85]], "homo_ev": [-9.0819, -10.9047], "multiplicity": 5, "homo_lumo_gap_ev": [6.7, 5.9], "lumo_energy_ev": [-2.40, -5.01], "charge": 1, "molar_mass_g_mol": 769.85, "s_squared": 6.05}

***

{"formula": "C28H23N5O2Ru", "method": "ωB97M-V/def2-TZVPD", "species": ["Ru", "C", "O", "C", "C", "C", "C", "C", "C", "N", "N", "C", "C", "O", "C", "C", "C", "C", "C", "C", "C", "C", "H", "H", "H", "H", "H", "H", "H", "H", "H", "H", "H", "H", "H", "C", "C", "C", "C", "C", "C", "N", "N", "C", "C", "C", "C", "C", "N", "H", "H", "H", "H", "H", "H", "H", "H", "H", "H"], "positions_angstrom": [[0.77433, 0.88011, -0.08995], [0.97219, 3.30981, -1.87237], [0.66067, 2.73496, -0.61586], [-0.52222, 3.09948, -0.01555], [-1.14587, 4.32892, -0.28983], [-2.31690, 4.70521, 0.37342], [-2.87622, 3.86445, 1.32752], [-2.26185, 2.64608, 1.61617], [-1.08905, 2.23279, 0.95249], [-0.49109, 1.00928, 1.34201], [-1.23205, 0.03667, 1.07453], [-0.62698, -1.17360, 1.52854], [0.60132, -1.63486, 0.94864], [1.24853, -1.02056, 0.03125], [1.08578, -2.85023, 1.46840], [0.43826, -3.57678, 2.47253], [-0.75820, -3.12051, 3.02216], [-1.40703, -3.85245, 4.03325], [-2.60426, -3.40416, 4.58875], [-3.16870, -2.21899, 4.13646], [-2.53105, -1.48660, 3.13168], [-1.31227, -1.91112, 2.55104], [1.32374, 4.33920, -1.74754], [0.12314, 3.26728, -2.56254], [1.79126, 2.73344, -2.31303], [-0.72024, 5.02506, -1.00411], [-2.78098, 5.66204, 0.15176], [-3.77936, 4.15398, 1.85603], [-2.68633, 1.99580, 2.37668], [2.01943, -3.24128, 1.06390], [0.89299, -4.50298, 2.80993], [-0.97334, -4.78218, 4.39330], [-3.09072, -3.97951, 5.36991], [-4.10079, -1.85740, 4.55897], [-2.98906, -0.56113, 2.79049], [-2.11073, -2.68101, -3.60121], [-2.37698, -1.87584, -2.49720], [-1.34710, -1.13473, -1.91147], [-0.03918, -1.18227, -2.41321], [0.20916, -1.99992, -3.52703], [-0.81818, -2.74391, -4.11702], [0.92946, -0.39775, -1.75211], [2.07506, -0.47969, -2.24387], [3.07950, 0.29646, -1.60490], [4.36448, 0.21729, -2.13892], [5.39912, 0.95194, -1.56263], [5.12856, 1.75265, -0.46207], [3.83094, 1.78415, 0.01627], [2.81197, 1.08218, -0.52409], [-2.90937, -3.25886, -4.05925], [-3.38295, -1.82205, -2.08957], [-1.56218, -0.50764, -1.04896], [1.20847, -2.06619, -3.94792], [-0.60634, -3.37135, -4.97882], [4.55463, -0.41479, -3.00004], [6.40406, 0.89740, -1.97110], [5.90823, 2.33804, 0.01241], [3.56500, 2.39410, 0.87504], [-0.78271, 1.37159, -0.91138]], "forces_ev_per_a": [[2.84, -5.25, -4.37], [0.68, 0.35, -1.43], [-0.35, 2.87, 1.05], [-1.75, 2.14, 1.16], [-0.04, -0.13, 0.25], [0.38, -0.28, -0.16], [0.27, -0.48, 0.09], [0.13, 0.24, -0.27], [-1.93, 2.66, 0.89], [0.05, 3.27, -0.93], [-0.45, -3.20, 1.90], [0.14, -0.47, -0.87], [-2.17, -1.40, 3.55], [0.48, -0.02, 2.57], [0.20, -1.56, 0.83], [1.60, 0.84, -1.81], [-0.50, -0.13, 0.43], [-0.94, 0.18, 0.62], [0.93, -0.74, -0.15], [0.41, 0.83, -0.96], [-0.41, 0.09, 0.37], [-0.85, -0.05, -0.24], [-0.21, -0.21, 0.11], [-0.05, 0.00, 0.29], [-0.17, 0.04, 0.26], [0.02, -0.20, 0.02], [0.14, -0.16, -0.03], [0.15, -0.07, -0.08], [0.13, 0.03, -0.14], [-0.21, 0.15, 0.03], [-0.12, 0.10, 0.01], [0.03, 0.18, -0.12], [0.09, 0.06, -0.11], [0.12, -0.03, -0.10], [0.07, -0.14, 0.07], [-0.03, 0.09, 0.15], [0.35, 0.21, 0.09], [-0.35, 0.02, 0.07], [-1.92, -0.44, 0.12], [0.43, -0.32, -0.39], [0.43, 0.47, 0.44], [0.87, 2.30, -3.14], [0.65, 0.77, 0.64], [0.56, -0.27, -0.54], [-0.06, 0.00, 0.05], [-0.17, -0.07, -0.05], [-0.11, -0.24, -0.16], [-0.83, 0.15, 0.51], [0.01, -0.49, -1.48], [0.14, 0.10, 0.08], [0.21, 0.02, -0.04], [-0.10, -0.30, -0.32], [-0.16, 0.06, 0.13], [0.05, 0.17, 0.17], [-0.17, 0.04, 0.14], [-0.16, -0.01, 0.03], [-0.20, -0.04, 0.02], [0.04, -0.03, -0.09], [1.82, -1.66, 0.81]], "homo_ev": [-13.0919, -13.0924], "homo_lumo_gap_ev": [4.8, 4.8], "lumo_energy_ev": [-8.26, -8.26], "charge": 2, "molar_mass_g_mol": 562.60}